# 1
52
Properties=species:S:1:pos:R:3:forces:R:3:lowdin_charge:R:1 method="wB97M-V/def2-TZVPD" max_force_ha_per_bohr=0.037 homo_lumo_gap_ev=3.62 charge=-1 mol_weight_da=471.20
H 2.3471 3.0331 -6.9585 0.04 0.01 0.02 0.09
O -2.8306 -1.5684 6.5348 0.28 0.37 0.31 0.00
H 1.8514 2.0688 4.5521 -0.16 0.14 -0.01 0.06
N 0.5485 -0.1335 4.0359 -0.38 1.16 1.46 -0.02
H -1.0995 -1.3116 3.6154 -0.05 -0.23 0.07 0.03
C 0.6535 1.2813 -2.8204 -0.09 0.03 0.13 -0.07
H -4.7007 -1.6718 0.4369 0.02 0.02 -0.01 0.09
P -2.7284 -0.4474 -0.9909 0.23 -0.13 0.09 0.34
O -2.8099 0.3174 0.2444 0.09 0.09 0.05 -0.20
H 2.5905 -1.6411 5.4214 -0.06 -0.14 -0.09 0.06
O 2.1348 1.2852 -5.8363 0.14 0.06 -0.07 -0.22
H 3.9778 -0.7024 -5.1195 -0.01 0.02 0.00 0.09
H 4.6292 -0.8415 -3.4725 -0.05 0.02 0.05 0.09
H 1.0303 -1.6714 6.3334 0.19 -0.43 -0.06 0.03
H -1.2365 1.0117 5.3790 0.11 0.03 0.09 0.08
C -2.0617 -0.6746 6.4181 -0.63 -0.58 -0.55 -0.76
O 3.6441 2.9188 -4.5645 0.01 0.08 -0.18 -0.22
C -0.6065 -0.8790 4.4879 0.46 -0.82 -1.18 -0.29
C 4.2743 -0.1472 -4.2285 0.10 -0.05 -0.04 -0.09
C 1.7696 1.4452 5.4432 0.91 -0.49 -0.67 -0.08
Br -1.2046 0.0572 8.1078 0.23 0.03 0.18 0.48
C 2.5361 1.9641 -7.0334 -0.03 -0.02 -0.08 -0.10
C -4.6803 -2.0693 -0.5780 -0.04 -0.07 0.10 -0.08
H -3.8892 0.4043 -3.6039 -0.02 -0.06 0.01 0.09
O -4.0793 -1.1297 -1.4779 -0.03 -0.01 -0.15 -0.23
H 1.2334 1.0767 -1.9232 0.05 -0.04 -0.04 0.10
H 0.4673 0.3549 -3.3618 0.02 0.01 -0.03 0.09
C -0.8288 -1.8597 0.1611 0.12 -0.02 0.12 -0.07
H -4.1258 -3.0079 -0.5963 0.03 0.02 0.00 0.09
H -2.7594 -0.9605 -3.7899 0.00 -0.01 0.01 0.09
O -2.3041 0.3960 -2.2665 -0.42 -0.09 -0.08 -0.23
H 2.7173 1.4374 5.9887 0.07 0.17 0.04 0.05
H 2.3474 -0.6417 6.8552 0.05 0.01 0.06 0.05
H -5.6974 -2.2427 -0.9182 0.01 0.05 -0.06 0.08
C 1.8507 -1.0635 5.9806 -0.77 0.62 0.52 -0.09
H -1.3921 -2.2017 1.0261 -0.04 0.09 0.02 0.08
O 3.1456 0.5407 -3.6839 -0.07 -0.05 0.00 -0.22
C 1.3229 0.0522 5.0747 -0.14 -0.18 -0.27 -0.46
H 0.9981 1.8371 6.1051 0.00 0.17 0.04 0.06
H -0.2978 -0.9459 0.4178 -0.09 0.05 0.04 0.09
H -2.2767 0.6770 -4.2855 0.08 0.01 0.07 0.09
C -2.8449 0.1006 -3.5584 0.08 0.08 -0.11 -0.09
O 1.3535 2.2351 -3.6479 0.14 -0.19 0.18 -0.19
H -0.1112 -2.6245 -0.1234 -0.06 -0.01 -0.12 0.08
H -0.2913 1.7254 -2.5307 0.01 0.13 -0.11 0.08
H -2.5191 0.1129 4.5468 -0.19 0.05 0.10 0.10
H 3.5950 1.7976 -7.2266 0.01 0.05 0.02 0.09
P 2.6570 1.8501 -4.4330 -0.15 0.02 0.06 0.33
H 5.0714 0.5547 -4.4763 -0.02 0.02 0.02 0.09
H 1.9509 1.5497 -7.8509 -0.05 -0.07 0.06 0.08
C -1.6169 0.0142 5.1645 0.09 0.05 -0.12 -0.28
O -1.7051 -1.6624 -0.9739 0.00 0.01 0.10 -0.23

# 2
20
Properties=species:S:1:pos:R:3:forces:R:3:lowdin_charge:R:1 method="wB97M-V/def2-TZVPD" max_force_ha_per_bohr=0.043 de_lowest_ev=8.303 homo_lumo_gap_ev=4.26 charge=0 mol_weight_da=115.13
H 0.0461 -2.3462 0.3022 -0.48 -0.20 0.42 0.15
O -1.4700 1.4589 1.1189 1.27 -0.23 -0.22 -0.08
H 0.4962 -0.8022 0.9588 -0.42 -0.04 -0.22 0.19
N -0.7055 -0.7384 -0.7018 -0.50 0.33 2.11 0.25
H 2.4288 -1.8390 -0.0520 0.01 0.09 0.04 0.08
C 1.6847 -1.4630 -0.7534 0.14 -0.62 -0.25 -0.07
O 1.1913 2.1117 0.4814 -0.65 -0.11 -0.32 -0.10
H 1.0785 1.9177 -0.4806 0.21 -0.09 0.26 -0.02
H 2.0470 -0.5549 -1.2052 -0.15 0.55 0.17 0.06
H 1.6501 -2.1887 -1.5733 -0.24 -0.06 0.14 0.09
H 0.4212 1.7909 -2.7400 -0.53 0.22 -1.11 -0.02
H -0.5568 0.1017 -1.3351 0.75 0.42 -1.47 0.08
H -2.2011 2.0339 0.9633 -0.93 0.55 -0.16 0.03
H -1.4878 -0.5879 -0.0341 0.09 -0.27 -0.19 0.09
O 0.4096 1.2727 -1.9487 0.18 -0.69 1.81 -0.20
C 0.3575 -1.3592 -0.0293 0.84 0.84 -1.02 -0.25
H 0.2408 2.1729 0.7255 0.54 -0.07 0.22 0.00
H -1.7836 -0.8328 2.7920 0.12 -0.20 0.61 -0.01
H -1.7537 0.5247 1.6047 -0.35 -0.33 -0.14 -0.07
O -2.0933 -0.6726 1.9067 0.10 -0.08 -0.68 -0.21

# 3
55
Properties=species:S:1:pos:R:3:forces:R:3:lowdin_charge:R:1 method="wB97M-V/def2-TZVPD" max_force_ha_per_bohr=0.038 homo_lumo_gap_ev=7.29 charge=+1 mol_weight_da=370.23
H 2.8399 1.9437 1.8365 0.02 0.03 -0.08 0.08
H 5.1670 0.1117 6.1411 -0.02 -0.06 -0.05 0.10
N -0.2038 3.9839 -1.0199 0.25 -0.25 -0.01 0.15
C -3.3009 2.1268 -0.6759 0.76 0.10 -0.25 -0.13
H 6.5048 -0.8453 5.4514 -0.06 -0.02 -0.05 0.10
H 4.8799 -0.2159 1.0691 -0.01 -0.04 0.13 0.13
H -7.3718 -4.1211 -0.9447 0.05 -0.07 0.00 0.10
O 6.0740 0.9418 4.4659 0.00 0.02 0.02 0.01
H -4.2828 2.5148 -0.4111 -0.06 -0.08 0.02 0.11
C -2.1234 -5.6462 -0.5855 -0.13 0.05 -0.21 -0.06
H -2.6463 0.0597 -0.8520 -0.10 -0.17 -0.05 0.08
H -3.9827 4.1464 -2.2357 -0.18 -0.17 -0.47 0.13
H 4.2509 2.2984 -3.1739 -1.42 -1.08 -0.47 0.08
C 4.1004 2.0731 -2.1224 -0.10 0.19 0.57 0.07
H -1.4149 -6.3439 -0.1402 0.01 0.02 0.02 0.08
C 4.5966 0.8054 1.3252 -0.14 -0.09 -0.28 -0.22
C 3.1023 0.9245 1.5436 -0.09 0.02 0.23 -0.06
C 1.8735 2.9201 -1.4293 0.25 1.08 -1.29 -0.19
H 4.6236 1.2203 -1.6973 1.63 1.06 0.15 0.07
O -3.0820 3.9380 -2.5158 0.31 0.35 0.55 0.20
C -6.7495 -3.5486 -1.6277 -0.14 0.08 -0.04 -0.03
H -3.3753 -5.4674 1.1717 -0.11 0.00 -0.09 0.13
H -0.7521 1.1505 -2.6661 -0.08 0.03 0.03 0.13
H 6.8451 0.6678 6.3181 0.00 0.08 -0.06 0.10
H -4.3660 0.3048 -1.1833 0.04 -0.22 -0.18 0.08
O -5.2252 -5.3884 -0.4996 -0.03 -0.04 0.02 0.13
H 2.5546 0.6668 0.6349 0.05 -0.01 -0.03 0.07
C -0.2196 1.9471 -2.1673 0.51 -0.12 -0.02 0.04
H -7.2372 -2.6076 -1.8641 0.07 0.05 0.02 0.09
H -0.6895 4.7734 -0.6128 -0.08 0.02 -0.08 0.19
B -2.5170 3.0689 -1.6471 -0.32 -0.01 0.31 -0.44
H -2.0676 -4.2949 1.0848 -0.07 0.14 -0.04 0.12
H -6.5822 -4.1123 -2.5436 0.00 -0.08 0.05 0.10
C -3.3708 0.7097 -1.3373 0.12 0.37 0.38 -0.07
H 1.5921 4.8191 -0.4323 -0.03 0.03 0.03 0.16
O 5.3385 1.2517 2.4614 0.02 0.04 -0.02 0.04
C -4.8329 -4.2537 -0.5201 0.07 0.03 -0.03 -0.62
H -2.8492 -6.2152 -1.1639 -0.02 -0.04 0.06 0.08
C -2.8052 -4.8341 0.4933 0.26 -0.21 0.16 -0.21
C -0.9166 3.0049 -1.6137 -0.51 -0.06 -0.49 -0.06
C 5.3760 0.3874 3.4854 0.02 0.03 0.02 -0.61
H -1.5882 -4.9912 -1.2748 0.08 0.00 0.06 0.08
C 3.3207 2.8511 -1.2960 -0.06 -0.10 -0.41 -0.12
O 4.8609 -0.6993 3.5000 -0.03 -0.03 -0.01 0.13
H 4.9160 1.4507 0.5083 0.11 0.09 0.12 0.09
O -3.6608 -3.8155 -0.0570 0.00 0.05 0.03 0.03
H -2.6859 2.0353 0.2219 -0.37 0.00 0.29 0.10
C 1.1344 3.9721 -0.9230 -0.06 0.10 0.24 0.04
H 2.7743 0.2582 2.3396 0.02 -0.06 -0.04 0.08
H 1.7292 1.0685 -2.4895 -0.09 -0.10 0.03 0.13
C 6.1445 0.1577 5.6652 0.10 -0.03 0.15 -0.02
H 3.7681 3.4400 -0.4967 -0.14 -1.28 1.04 0.12
O -5.4977 -3.2088 -1.0185 -0.02 0.05 -0.03 -0.01
C 1.1620 1.8926 -2.0775 -0.01 0.33 0.13 0.06
H -3.1321 0.7225 -2.4016 -0.26 -0.05 -0.09 0.07